Density functional theory data (wB97M-V/def2-TZVPD) for a structure of composition C46H54AsInO2SSe.

Each line ends with the Mulliken charge.
CARTESIAN COORDINATES (ANGSTROEM)
In  1.519576  0.087876  1.241977  1.37
C  -5.485393  2.701965  -0.559637  -1.65
C  -5.262201  1.230032  -0.185457  1.84
C  -5.413776  0.380554  -1.449262  -2.13
C  -6.333081  0.786561  0.823719  -1.68
C  -3.880989  1.067419  0.442322  -0.71
C  -2.886643  0.277187  -0.098500  -0.44
C  -1.656582  0.172029  0.539612  0.25
Se  -0.356657  -0.920766  -0.361836  0.18
C  0.139362  0.276079  -1.774776  -0.60
C  -0.430982  0.059647  -3.026011  -0.44
C  -0.113925  0.883328  -4.085593  -0.80
C  0.813840  1.900947  -3.832853  0.30
C  1.407913  2.140024  -2.607762  -0.60
C  1.054911  1.308100  -1.504709  1.61
O  1.567766  1.517366  -0.308338  -1.12
C  2.442188  3.257811  -2.430548  2.29
C  1.964420  4.294038  -1.399986  -1.60
C  2.683484  4.008841  -3.743903  -2.34
C  3.784668  2.642879  -1.997983  -1.64
C  -0.726287  0.732174  -5.474605  1.88
C  -1.472269  2.024049  -5.840995  -1.58
C  0.386037  0.480455  -6.503608  -1.69
C  -1.715000  -0.432748  -5.537821  -2.01
C  -1.332512  0.818100  1.749403  1.57
O  -0.178981  0.625843  2.368146  -1.45
C  -2.336761  1.672852  2.278384  -0.46
C  -3.556526  1.741405  1.619672  0.31
C  -2.190646  2.550339  3.537538  2.03
C  -3.224639  2.110849  4.585534  -1.73
C  -0.810555  2.506372  4.201116  -1.99
C  -2.449368  4.015398  3.141618  -1.69
H  -6.454687  2.823779  -1.049096  0.47
H  -4.706507  3.045917  -1.242617  0.33
H  -5.468195  3.343002  0.323192  0.32
H  -6.417483  0.506821  -1.858303  0.45
H  -5.270124  -0.679287  -1.229827  0.37
H  -4.697609  0.682301  -2.216653  0.37
H  -7.329946  0.870190  0.384665  0.46
H  -6.306794  1.400487  1.724687  0.32
H  -6.167396  -0.251961  1.116450  0.35
H  -3.029204  -0.268531  -1.021640  0.44
H  -1.127647  -0.761286  -3.133989  0.49
H  1.082470  2.544469  -4.660223  0.40
H  1.002197  4.712947  -1.703385  0.32
H  2.690187  5.108647  -1.337339  0.47
H  1.852618  3.853440  -0.414341  0.23
H  1.767550  4.479700  -4.107672  0.41
H  3.074909  3.345455  -4.518225  0.39
H  3.420971  4.794675  -3.574639  0.46
H  3.697386  2.139599  -1.037433  0.33
H  4.543515  3.424101  -1.908403  0.45
H  4.121100  1.919366  -2.744083  0.32
H  -0.789475  2.873479  -5.887133  0.32
H  -2.239751  2.248125  -5.097399  0.31
H  -1.954889  1.923408  -6.816032  0.46
H  1.083639  1.318045  -6.542944  0.31
H  -0.036588  0.345944  -7.502037  0.47
H  0.948371  -0.419012  -6.245057  0.35
H  -2.543674  -0.288715  -4.841209  0.28
H  -1.224378  -1.381486  -5.311033  0.38
H  -2.132286  -0.504718  -6.543531  0.44
H  -4.318568  2.380738  2.048188  0.35
H  -3.073307  1.062250  4.849630  0.35
H  -4.247500  2.227283  4.224957  0.26
H  -3.119234  2.710079  5.493063  0.47
H  -0.572020  1.508798  4.563946  0.30
H  -0.803356  3.194116  5.050440  0.54
H  -0.030710  2.812461  3.505294  0.30
H  -3.458262  4.171153  2.758747  0.29
H  -1.745112  4.325349  2.367206  0.34
H  -2.315951  4.665800  4.009234  0.47
S  3.796830  0.105718  2.213774  -0.29
C  4.701626  -1.405240  1.954400  0.76
C  6.085279  -1.257925  2.070804  -0.85
C  6.920733  -2.359271  2.040039  -0.56
C  6.391392  -3.633267  1.887307  -0.82
C  5.024004  -3.783378  1.737799  -0.19
C  4.167559  -2.684052  1.765759  -0.30
As  2.280410  -2.869300  1.392207  0.30
C  2.150223  -4.727598  0.817973  -0.16
C  2.503163  -5.000300  -0.502887  -0.20
C  2.365895  -6.280164  -1.013282  -0.70
C  1.855532  -7.292459  -0.210775  -0.42
C  1.500276  -7.024384  1.102715  -0.68
C  1.645152  -5.743737  1.618347  -0.03
C  1.531639  -2.920647  3.185256  0.32
C  0.143328  -2.993332  3.304568  -0.02
C  -0.460431  -2.929001  4.549395  -0.74
C  0.319149  -2.773057  5.687166  -0.50
C  1.698930  -2.683515  5.575207  -0.70
C  2.304994  -2.755701  4.329196  -0.35
H  6.493615  -0.262718  2.194862  0.46
H  7.990167  -2.220151  2.133488  0.37
H  7.038414  -4.500265  1.876671  0.41
H  4.603852  -4.772163  1.599701  0.41
H  2.893735  -4.202293  -1.125360  0.39
H  2.646983  -6.489182  -2.037404  0.39
H  1.729298  -8.289404  -0.612787  0.38
H  1.109486  -7.815764  1.729546  0.41
H  1.375246  -5.534498  2.646580  0.39
H  -0.463768  -3.098994  2.410339  0.48
H  -1.538180  -2.984611  4.632348  0.42
H  -0.149722  -2.715424  6.660937  0.39
H  2.308503  -2.547706  6.459301  0.40
H  3.382011  -2.680100  4.246460  0.37

Cartesian forces, eV/Å:
-0.067 0.264 -0.129
-0.004 -0.048 0.014
-0.054 -0.021 0.003
0.047 0.054 0.077
0.074 0.020 -0.062
0.029 -0.013 0.002
0.082 0.039 0.085
0.005 -0.079 -0.024
-0.116 0.113 -0.030
0.106 -0.027 0.127
-0.015 -0.017 0.005
-0.020 -0.043 0.058
-0.045 0.017 -0.071
0.077 0.052 0.225
-0.198 -0.110 -0.299
0.156 -0.220 0.440
0.048 0.022 -0.068
0.006 -0.104 -0.041
0.000 -0.050 0.047
-0.078 0.043 0.052
0.001 0.012 -0.080
0.008 -0.043 0.020
-0.026 -0.010 0.048
0.045 0.051 0.013
-0.372 -0.030 -0.331
0.957 -0.200 -0.183
0.044 0.004 0.149
-0.032 0.006 -0.063
0.050 0.052 0.007
0.023 -0.015 -0.029
0.003 -0.046 -0.019
0.016 -0.044 0.007
-0.001 0.022 0.017
-0.012 0.008 -0.006
0.005 0.014 -0.015
0.001 0.005 -0.002
0.001 -0.010 -0.045
-0.006 -0.034 -0.018
0.003 0.008 0.007
-0.021 -0.012 0.017
-0.039 -0.001 0.012
-0.068 0.024 -0.003
0.005 0.021 -0.047
-0.019 -0.035 0.039
0.014 0.025 0.003
-0.015 0.000 0.004
-0.024 -0.043 0.063
0.042 0.028 -0.035
-0.012 0.038 -0.032
0.002 0.004 0.005
0.010 -0.014 -0.009
-0.004 0.007 -0.022
0.035 0.010 0.006
-0.022 0.018 0.000
-0.005 0.000 -0.013
0.018 0.005 -0.006
0.024 -0.020 -0.012
-0.014 0.020 0.004
0.010 0.010 -0.014
-0.003 -0.032 -0.002
-0.035 -0.013 0.012
-0.001 0.003 -0.003
0.013 0.013 0.039
-0.015 0.003 0.014
-0.009 -0.023 -0.004
0.008 0.012 -0.013
0.047 0.018 0.000
-0.057 0.023 -0.015
0.033 -0.004 0.052
-0.004 0.002 0.001
0.001 0.027 0.015
-0.005 -0.011 -0.002
-0.609 0.104 -0.086
-0.144 0.050 0.030
0.003 0.037 0.008
0.019 0.001 -0.007
0.004 0.013 -0.003
-0.075 -0.047 -0.021
0.029 0.000 -0.071
0.215 -0.121 0.307
-0.111 0.175 -0.161
0.034 0.095 0.081
0.004 -0.050 -0.012
-0.004 -0.006 0.001
0.001 -0.054 -0.015
0.075 0.108 0.124
-0.109 0.055 0.085
0.089 0.006 -0.157
-0.045 -0.007 0.039
0.011 -0.003 0.008
-0.012 0.009 0.022
0.057 -0.050 -0.085
0.018 -0.020 0.007
-0.006 0.003 0.013
-0.004 -0.002 -0.012
0.032 -0.010 -0.011
-0.025 -0.041 -0.058
-0.003 0.015 0.001
0.021 -0.002 0.009
-0.008 0.014 0.004
-0.038 -0.034 -0.013
-0.062 0.009 0.042
0.003 -0.007 -0.016
-0.004 0.014 -0.004
-0.005 -0.012 0.003
0.013 0.016 0.013

The LUMO energy comes out at -0.021 eV. As for the total charge: 0. For the frontier orbital gap, the calculation gives 7.688 eV. The calculation puts the relative energy (zero: lowest compared OMol25 entry of this formula, charge and spin) at 28.74 kJ/mol.